# 1
Here is a structure of composition C11H26N2O2P2STb at a distorted geometry from the OMol25 dataset. Energies are from ωB97M-V/def2-TZVPD.

```
45
Properties=species:S:1:pos:R:3:lowdin_spin:R:1
Tb -0.561 0.558 0.582 6.12
S 0.516 0.532 4.097 0.00
P 1.280 2.862 0.756 0.03
P -3.375 0.282 0.060 -0.02
O -0.364 0.600 2.814 -0.02
O -1.009 1.473 -1.321 -0.01
N 1.559 -0.256 0.021 0.34
N -0.819 -1.533 -0.479 -0.02
C -3.224 -1.203 -1.091 0.00
C 1.998 -0.368 3.584 0.00
C -1.672 0.880 -3.593 0.00
C 0.383 -2.412 -0.498 0.00
C 2.716 1.880 0.321 0.43
C 1.682 -1.603 -0.570 0.04
C 2.652 0.517 0.012 0.03
C -0.280 -0.758 5.071 0.00
C 0.675 1.465 -3.050 0.00
C -1.831 -1.771 -1.242 0.00
C -0.613 0.864 -2.512 0.00
H -3.618 -0.951 -2.085 0.00
H -2.514 0.226 -3.341 0.00
H 2.747 0.378 3.292 0.00
H 1.877 3.573 1.840 0.01
H -0.082 -0.539 6.126 0.00
H -2.039 1.900 -3.737 0.00
H -1.229 0.526 -4.533 0.00
H 1.997 -1.535 -1.633 0.02
H -4.425 -0.270 0.839 0.00
H 0.374 -3.109 -1.356 0.00
H 1.785 -1.034 2.737 0.00
H 1.433 3.861 -0.240 0.02
H 3.711 2.322 0.252 0.02
H -1.781 -2.521 -2.066 0.00
H 0.412 -3.011 0.432 0.00
H -4.229 1.063 -0.760 0.00
H -0.459 -0.230 -2.266 0.00
H 0.138 -1.742 4.812 0.00
H -1.356 -0.732 4.872 0.00
H 3.611 0.049 -0.289 0.00
H 0.536 2.528 -3.294 0.00
H 2.467 -2.188 -0.051 0.01
H -3.884 -1.970 -0.645 0.00
H 1.502 1.387 -2.340 0.00
H 0.949 0.945 -3.978 0.00
H 2.366 -0.933 4.451 0.00
```

Results
Electronic energy: -70736.11555 eV
LUMO (alpha / beta): -6.1 / -8.7 eV
ΔE to the lowest compared entry with this formula, charge and spin: 0.0 kJ/mol
Kohn-Sham gap (alpha / beta): 8.885 / 6.265 eV
Net charge: +2
Multiplicity: 8
HOMO level (alpha / beta): -0.549 / -0.551 hartree

# 2
Here is the molecule C11H7N3O2S at a distorted geometry from the OMol25 dataset. Energies are from ωB97M-V/def2-TZVPD.

```
24
Properties=species:S:1:pos:R:3:nbo_charge:R:1
S -0.361 -0.315 1.846 0.51
O 4.979 0.684 3.523 -0.63
O 1.058 -0.968 4.638 -0.57
N 2.943 0.042 4.101 -0.63
N -2.724 1.403 -3.011 -0.40
N 3.471 0.470 1.821 -0.59
C 2.117 0.293 1.439 0.17
C 1.655 -0.335 3.773 0.66
C 3.828 0.460 3.159 0.77
C -1.727 0.639 -3.246 0.04
C 1.228 -0.051 2.376 -0.40
C -3.000 1.724 -1.753 0.04
C -0.783 0.357 -2.255 -0.23
C -2.176 1.373 -0.687 -0.23
C -0.957 0.718 -0.908 -0.04
C 1.397 0.450 0.142 -0.26
C -0.004 0.358 0.231 -0.17
H 0.034 -0.356 -2.542 0.22
H 1.994 0.572 -0.826 0.24
H -2.352 1.573 0.347 0.22
H 3.403 0.104 5.033 0.46
H 4.097 0.898 1.252 0.42
H -3.831 2.307 -1.516 0.20
H -1.591 0.300 -4.237 0.20
```

Results
Structure (SMILES): O=c1[nH]c(=O)c2sc(-c3ccncc3)cc2[nH]1
Electronic energy: -30920.99926 eV
LUMO: -0.5 eV
ΔE to the lowest compared entry with this formula, charge and spin: 88.7 kJ/mol
Kohn-Sham gap: 8.690 eV
Net charge: 0
HOMO level: -0.339 hartree

# 3
Here is a cluster of 2 separate species, C4H12 in total at a distorted geometry from the OMol25 dataset. Energies are from ωB97M-V/def2-TZVPD.

```
16
Properties=species:S:1:pos:R:3:nbo_charge:R:1
C 1.871 0.485 -1.188 -0.62
C 1.553 -0.762 -0.320 -0.62
C -1.550 0.141 -0.005 -0.61
C -1.901 0.168 1.514 -0.61
H 2.646 1.076 -0.702 0.21
H -0.975 -0.009 2.084 0.20
H -1.127 -0.856 -0.203 0.20
H -2.255 1.128 1.882 0.20
H -2.447 0.136 -0.645 0.21
H 0.622 -1.303 -0.474 0.20
H 1.507 -0.507 0.748 0.21
H 2.363 0.234 -2.138 0.20
H -0.767 0.922 -0.263 0.21
H 2.355 -1.419 -0.687 0.21
H -2.611 -0.544 1.927 0.21
H 0.958 0.975 -1.559 0.21
```

Results
Structure (SMILES): CC.CC
Electronic energy: -4341.77182 eV
LUMO: 1.2 eV
ΔE to the lowest compared entry with this formula, charge and spin: 73.0 kJ/mol
Kohn-Sham gap: 12.427 eV
Net charge: 0
HOMO level: -0.413 hartree

# 4
Here is a cluster of 2 separate species, C4H12NO2 in total from the OMol25 dataset. Energies are from ωB97M-V/def2-TZVPD.

```
19
Properties=species:S:1:pos:R:3:nbo_charge:R:1
O -1.709 -0.004 0.853 -0.78
O 2.207 1.812 -1.404 -0.93
N 0.802 0.305 -0.194 -0.71
C -2.211 -2.053 -0.340 -0.63
C 1.814 0.062 0.829 -0.42
C 1.031 1.666 -0.835 0.14
C -1.753 -1.392 0.953 -0.05
H -2.468 -3.111 -0.220 0.18
H -0.798 0.227 0.496 0.51
H 0.943 -0.376 -0.931 0.34
H 1.764 -0.968 1.199 0.16
H -1.453 -1.999 -1.126 0.20
H -0.781 -1.795 1.242 0.15
H 0.809 2.355 0.031 0.05
H 2.820 0.259 0.449 0.20
H -2.452 -1.668 1.754 0.14
H 0.142 1.772 -1.513 0.07
H -3.101 -1.537 -0.703 0.20
H 1.635 0.750 1.650 0.18
```

Results
Electronic energy: -9927.42600 eV
LUMO: 3.8 eV
ΔE to the lowest compared entry with this formula, charge and spin: 77.0 kJ/mol
Kohn-Sham gap: 6.528 eV
Net charge: -1
HOMO level: -0.101 hartree